Record 1
# C2H9N3

A molecular structure, C2H9N3 in a non-equilibrium geometry (ωB97M-V/def2-TZVPD, OMol25).

Cartesian coordinates (Å):
N: 0.49 0.07 0.02
N: 0.78 0.23 -1.35
N: 1.02 1.00 0.96
H: 1.81 -1.28 0.31
H: 0.16 0.95 -1.74
H: 2.04 0.85 1.02
H: 1.77 0.48 -1.46
H: 0.56 0.77 1.85
C: -1.20 0.23 0.19
C: -1.98 -0.77 -0.18
H: -3.04 -0.79 0.05
H: -1.58 -1.65 -0.69
H: -1.63 1.12 0.66
H: 0.82 -1.21 0.36

LUMO level (eV): 1.06
Gap between HOMO and LUMO (eV): 8.17
HOMO energy (Eh): -0.261

Record 2
# C2H9N3

2 unconnected molecules or ions with the total composition C2H9N3 in a non-equilibrium geometry (ωB97M-V/def2-TZVPD, OMol25).

Cartesian coordinates (Å):
C: -0.87 -0.76 -2.13
N: 0.14 -0.54 -2.89
H: -1.67 -0.17 -2.13
H: -1.07 -1.70 -1.70
H: 0.92 -1.29 -2.80
N: 1.15 -0.34 1.13
C: 0.02 0.33 1.57
N: -0.06 1.64 0.88
H: 0.91 -1.30 1.24
H: 1.99 -0.11 1.77
H: -0.06 0.48 2.64
H: -0.80 -0.32 1.26
H: -0.82 2.26 1.23
H: 0.22 1.82 -0.07

LUMO level (eV): 0.95
Gap between HOMO and LUMO (eV): 9.59
HOMO energy (Eh): -0.317

Record 3
# C2H9N3O

2 unconnected molecules or ions with the total composition C2H9N3O in a non-equilibrium geometry (ωB97M-V/def2-TZVPD, OMol25).

Cartesian coordinates (Å):
C: 0.22 0.65 -2.13
N: -0.43 1.17 -0.96
C: -0.24 0.63 0.31
N: 1.06 0.49 0.67
N: -1.14 0.14 1.09
H: 0.16 1.37 -2.94
H: -0.19 -0.29 -2.52
H: 1.28 0.42 -1.98
H: -1.31 1.61 -1.18
H: 1.83 0.39 0.04
H: 1.23 0.23 1.62
H: -2.04 0.51 0.78
H: -0.34 -1.80 1.98
H: -0.04 -3.22 2.46
O: -0.03 -2.30 2.75

LUMO level (eV): 0.77
Gap between HOMO and LUMO (eV): 9.61
HOMO energy (Eh): -0.325

Record 4
# C2H9N3O

2 unconnected molecules or ions with the total composition C2H9N3O (ωB97M-V/def2-TZVPD, OMol25).

Cartesian coordinates (Å):
C: 0.14 -2.78 -0.18
N: -0.55 -1.60 -0.27
O: 0.49 -3.45 -1.12
H: 0.32 -3.07 0.87
H: -0.36 -0.81 0.32
H: -0.79 -1.32 -1.21
N: -0.28 1.40 -0.40
C: -0.39 2.15 0.86
N: 0.50 3.28 1.05
H: -0.70 1.96 -1.14
H: 0.71 1.39 -0.65
H: -1.42 2.47 1.01
H: -0.23 1.47 1.70
H: 1.45 2.95 1.20
H: 0.51 3.89 0.24

LUMO level (eV): 0.68
Gap between HOMO and LUMO (eV): 10.32
HOMO energy (Eh): -0.354

Record 5
# C2H9N3O

2 unconnected molecules or ions with the total composition C2H9N3O in a non-equilibrium geometry (ωB97M-V/def2-TZVPD, OMol25).

Cartesian coordinates (Å):
C: 1.22 0.15 0.91
N: 0.80 1.12 -0.09
C: -0.34 0.84 -0.83
N: -0.34 1.45 -2.07
N: -1.11 -0.14 -0.48
H: 0.74 0.23 1.88
H: 2.30 0.19 1.05
H: 0.99 -0.87 0.58
H: 1.58 1.19 -0.74
H: 0.49 1.66 -2.58
H: -1.23 1.71 -2.47
H: -2.10 0.09 -0.60
H: -1.26 -2.24 2.51
H: -0.71 -2.48 1.06
O: -1.02 -2.90 1.87

LUMO level (eV): 0.68
Gap between HOMO and LUMO (eV): 9.40
HOMO energy (Eh): -0.320

Record 6
# C2H9N3O

2 unconnected molecules or ions with the total composition C2H9N3O in a non-equilibrium geometry (ωB97M-V/def2-TZVPD, OMol25).

Cartesian coordinates (Å):
N: 1.77 0.35 -0.25
C: 2.10 -0.58 0.56
N: 1.22 -1.26 1.33
H: 0.22 0.49 -0.89
H: 2.62 0.75 -0.65
H: 3.15 -0.87 0.67
H: 1.52 -2.18 1.61
H: 0.27 -1.19 1.00
N: -2.45 -0.23 -0.19
C: -1.60 0.90 -0.24
O: -0.68 0.84 -1.21
H: -3.04 -0.38 0.62
H: -2.13 -1.03 -0.78
H: -2.31 1.76 -0.40
H: -1.21 1.15 0.77

LUMO level (alpha / beta) (eV): -3.42 / -8.28
Spin multiplicity: 2
Charge: +1
Gap between HOMO and LUMO (alpha / beta) (eV): 10.41 / 5.54
HOMO energy (alpha / beta) (Eh): -0.508 / -0.508
<S²>: 0.755

Record 7
# C2H9N4O

A molecular structure, C2H9N4O in a non-equilibrium geometry (ωB97M-V/def2-TZVPD, OMol25).

Cartesian coordinates (Å):
N: -0.09 1.65 0.08
C: -0.06 0.88 -1.19
N: 1.22 0.98 -1.82
N: -0.87 -0.04 -1.60
H: -0.27 1.11 0.95
H: 0.13 2.66 0.19
H: 1.17 0.37 -0.99
H: 1.20 0.45 -2.71
H: -1.76 0.34 -1.37
N: -0.04 -1.81 0.45
C: 0.35 -1.09 1.64
O: -0.61 -0.40 2.18
H: -0.65 -2.63 0.66
H: -0.34 -1.25 -0.40
H: 0.79 -1.78 2.38
H: 1.27 -0.35 1.39

LUMO level (eV): 4.03
Charge: -1
Gap between HOMO and LUMO (eV): 6.64
HOMO energy (Eh): -0.096

Record 8
# C2H9N4O

2 unconnected molecules or ions with the total composition C2H9N4O in a non-equilibrium geometry (ωB97M-V/def2-TZVPD, OMol25).

Cartesian coordinates (Å):
C: 2.86 0.35 0.34
C: -0.82 0.11 -0.35
N: 1.96 -0.13 -0.36
N: -0.21 0.48 -1.46
N: -2.88 -0.64 0.52
N: -0.31 -0.39 0.72
O: -2.15 0.05 -0.50
H: 3.84 -0.01 0.63
H: 2.54 1.12 1.03
H: -0.78 0.90 -2.13
H: 0.71 0.79 -1.48
H: -2.95 -0.05 1.31
H: -3.86 -0.61 0.22
H: -0.94 -0.87 1.34
H: 2.35 -0.98 -0.73
H: 0.63 -0.13 0.90

LUMO level (eV): -2.87
Charge: +1
Gap between HOMO and LUMO (eV): 11.91
HOMO energy (Eh): -0.543

Quick rundown of energy relative to the best compared isomer or geometry (same formula, charge and spin), same order as above: 680.1; 224.4; 82.8; 62.2; 144.4; 94.5; 380.3; 409.9 kJ/mol